{
  "formula": "C32H40Cl5HfNP2",
  "method": "ωB97M-V with the def2-TZVPD basis set",
  "species": ["Hf", "C", "C", "C", "P", "C", "C", "C", "C", "C", "C", "C", "C", "C", "C", "N", "C", "C", "C", "C", "C", "C", "C", "P", "C", "C", "C", "C", "C", "C", "H", "H", "H", "H", "H", "H", "H", "H", "H", "H", "H", "H", "H", "H", "H", "H", "H", "H", "H", "H", "H", "H", "H", "H", "H", "H", "H", "H", "H", "H", "H", "H", "H", "H", "H", "H", "H", "H", "H", "H", "Cl", "C", "C", "C", "Cl", "C", "Cl", "C", "Cl", "C", "Cl"],
  "xyz": [[-0.723, -0.178, 0.714], [0.592, -3.325, 2.631], [1.843, -2.451, 2.540], [2.177, -1.819, 3.892], [1.671, -1.208, 1.208], [3.134, -0.115, 1.171], [3.010, 0.978, 2.234], [3.325, 0.492, -0.219], [1.499, -2.165, -0.329], [2.062, -3.433, -0.502], [1.788, -4.198, -1.625], [2.440, -5.534, -1.835], [0.878, -3.688, -2.561], [0.290, -2.450, -2.401], [0.621, -1.665, -1.299], [0.043, -0.352, -1.114], [0.265, 0.695, -2.080], [0.943, 0.484, -3.268], [1.103, 1.523, -4.176], [0.596, 2.797, -3.938], [0.774, 3.917, -4.926], [-0.060, 2.999, -2.728], [-0.220, 1.978, -1.797], [-1.033, 2.318, -0.209], [-2.852, 2.396, -0.501], [-3.617, 2.167, 0.806], [-3.270, 1.372, -1.556], [-0.461, 3.964, 0.355], [-1.152, 4.413, 1.642], [1.059, 4.025, 0.483], [0.772, -4.132, 3.341], [-0.255, -2.749, 3.011], [0.310, -3.775, 1.679], [2.693, -3.069, 2.233], [1.423, -1.091, 4.200], [2.198, -2.604, 4.648], [3.153, -1.337, 3.900], [3.982, -0.767, 1.406], [2.136, 1.603, 2.037], [2.926, 0.597, 3.248], [3.885, 1.629, 2.193], [2.471, 1.110, -0.507], [4.204, 1.138, -0.205], [3.469, -0.263, -0.990], [2.730, -3.839, 0.248], [2.848, -5.931, -0.907], [1.728, -6.256, -2.234], [3.260, -5.452, -2.551], [0.620, -4.286, -3.427], [-0.429, -2.085, -3.123], [1.354, -0.487, -3.505], [1.635, 1.329, -5.100], [0.910, 3.530, -5.935], [-0.090, 4.580, -4.932], [1.651, 4.518, -4.682], [-0.452, 3.989, -2.518], [-3.051, 3.406, -0.874], [-3.559, 1.114, 1.113], [-3.275, 2.776, 1.641], [-4.677, 2.372, 0.651], [-2.953, 0.349, -1.306], [-4.359, 1.341, -1.618], [-2.867, 1.593, -2.542], [-0.785, 4.618, -0.461], [-0.951, 3.726, 2.468], [-0.758, 5.389, 1.927], [-2.230, 4.521, 1.529], [1.389, 3.485, 1.369], [1.579, 3.628, -0.389], [1.366, 5.064, 0.608], [-3.034, -2.700, -0.979], [-3.271, -2.325, 0.689], [-2.379, -1.470, 1.325], [-2.649, -1.179, 2.651], [-1.513, -0.027, 3.432], [-3.704, -1.680, 3.386], [-3.926, -1.252, 5.023], [-4.571, -2.554, 2.717], [-5.891, -3.215, 3.558], [-4.359, -2.878, 1.367], [-5.432, -3.939, 0.573]],
  "lumo_energy_ev": -6.66,
  "e_above_lowest_ev": 0.0000,
  "homo_lumo_gap_ev": 6.9658,
  "total_charge": 2,
  "molar_mass_g_mol": 856.38,
  "e_homo_ev": -13.6,
  "e_tot_ev": -117808.1180,
  "largest_force_ev_per_a": 1.03
}

---

{
  "formula": "C32H40F24O16",
  "method": "ωB97M-V with the def2-TZVPD basis set",
  "species": ["C", "C", "O", "C", "O", "C", "F", "F", "F", "H", "H", "H", "H", "H", "C", "C", "O", "C", "O", "C", "F", "F", "F", "H", "H", "H", "H", "H", "C", "C", "O", "C", "O", "C", "F", "F", "F", "H", "H", "H", "H", "H", "C", "C", "O", "C", "O", "C", "F", "F", "F", "H", "H", "H", "H", "H", "C", "C", "O", "C", "O", "C", "F", "F", "F", "H", "H", "H", "H", "H", "C", "C", "O", "C", "O", "C", "F", "F", "F", "H", "H", "H", "H", "H", "C", "C", "O", "C", "O", "C", "F", "F", "F", "H", "H", "H", "H", "H", "C", "C", "O", "C", "O", "C", "F", "F", "F", "H", "H", "H", "H", "H"],
  "xyz": [[-8.131, -0.737, 5.353], [-7.401, -0.976, 4.042], [-6.209, -0.204, 4.108], [-5.551, -0.003, 2.974], [-5.918, -0.443, 1.923], [-4.276, 0.838, 3.091], [-3.236, 0.153, 2.596], [-4.412, 2.047, 2.550], [-3.978, 1.036, 4.403], [-8.331, 0.334, 5.440], [-7.501, -0.916, 6.226], [-9.047, -1.321, 5.389], [-8.049, -0.721, 3.204], [-7.088, -2.018, 3.925], [1.209, 1.292, -1.517], [0.520, 0.415, -0.493], [1.150, 0.637, 0.771], [0.400, 0.385, 1.829], [-0.760, 0.093, 1.785], [1.252, 0.335, 3.121], [0.535, 0.342, 4.209], [2.046, -0.735, 3.027], [2.028, 1.428, 3.055], [2.279, 1.063, -1.572], [1.175, 2.361, -1.301], [0.935, 1.184, -2.567], [0.713, -0.660, -0.577], [-0.556, 0.556, -0.561], [1.595, 1.583, -5.835], [2.476, 1.084, -6.997], [3.832, 1.389, -6.791], [4.308, 2.613, -6.920], [3.629, 3.524, -7.315], [5.828, 2.710, -6.784], [6.192, 3.981, -6.843], [6.214, 2.211, -5.615], [6.390, 2.083, -7.811], [1.593, 2.669, -5.728], [1.969, 1.224, -4.876], [0.572, 1.272, -6.039], [2.060, 1.442, -7.939], [2.352, 0.003, -6.987], [-1.921, -2.831, 2.949], [-2.334, -2.286, 4.335], [-2.090, -3.116, 5.462], [-0.842, -3.433, 5.750], [0.121, -3.094, 5.140], [-0.762, -4.317, 7.024], [0.199, -3.903, 7.824], [-1.933, -4.365, 7.642], [-0.458, -5.568, 6.651], [-2.294, -3.823, 2.695], [-0.832, -2.832, 2.922], [-2.258, -2.134, 2.183], [-3.401, -2.068, 4.349], [-1.853, -1.314, 4.451], [4.584, -1.414, 5.129], [5.092, -0.039, 4.794], [4.298, 1.056, 5.261], [4.294, 1.368, 6.537], [4.989, 0.850, 7.360], [3.250, 2.416, 6.905], [3.729, 3.667, 6.802], [2.187, 2.363, 6.102], [2.889, 2.234, 8.171], [4.771, -1.709, 6.164], [5.103, -2.160, 4.533], [3.505, -1.358, 4.983], [5.034, 0.055, 3.709], [6.148, 0.095, 5.032], [0.042, -3.803, -1.420], [0.124, -3.574, 0.059], [1.307, -4.150, 0.582], [2.385, -3.375, 0.701], [2.515, -2.312, 0.180], [3.470, -3.996, 1.596], [3.467, -5.338, 1.560], [4.664, -3.536, 1.286], [3.201, -3.681, 2.867], [-0.820, -3.325, -1.880], [0.013, -4.882, -1.605], [0.918, -3.521, -2.007], [-0.698, -4.083, 0.567], [-0.004, -2.527, 0.349], [2.201, 7.544, -6.110], [2.089, 6.086, -6.494], [1.444, 5.328, -5.452], [0.142, 5.477, -5.295], [-0.560, 6.138, -5.991], [-0.431, 4.625, -4.171], [-1.598, 5.097, -3.716], [-0.673, 3.370, -4.580], [0.413, 4.554, -3.122], [1.251, 8.071, -6.179], [2.978, 7.925, -6.778], [2.624, 7.668, -5.114], [3.132, 5.771, -6.424], [1.805, 5.764, -7.493], [-4.240, -3.642, -4.861], [-3.016, -2.933, -4.288], [-3.486, -1.745, -3.601], [-2.655, -1.070, -2.838], [-1.453, -1.184, -2.854], [-3.320, -0.050, -1.893], [-4.659, -0.229, -1.953], [-2.907, -0.212, -0.642], [-3.062, 1.205, -2.262], [-4.951, -2.918, -5.260], [-4.800, -4.040, -4.009], [-4.027, -4.431, -5.574], [-2.452, -2.486, -5.110], [-2.400, -3.478, -3.578]],
  "lumo_energy_ev": 0.27,
  "e_above_lowest_ev": 1.4766,
  "homo_lumo_gap_ev": 11.2433,
  "molar_mass_g_mol": 1136.61,
  "e_homo_ev": -11.0,
  "e_tot_ev": -131813.9398,
  "largest_force_ev_per_a": 2.63
}

---

{
  "formula": "C32H40N4O9P2SSc",
  "method": "ωB97M-V with the def2-TZVPD basis set",
  "species": ["Sc", "C", "C", "C", "C", "C", "C", "C", "C", "C", "C", "H", "H", "H", "H", "H", "H", "H", "H", "H", "H", "H", "H", "H", "H", "H", "N", "C", "C", "P", "O", "O", "O", "P", "O", "O", "O", "H", "H", "H", "H", "H", "H", "H", "H", "O", "C", "O", "C", "C", "C", "C", "C", "C", "S", "H", "H", "H", "H", "C", "C", "C", "C", "C", "N", "C", "O", "N", "C", "C", "C", "C", "N", "C", "C", "C", "H", "H", "H", "H", "H", "H", "H", "H", "H", "H", "H", "H", "H"],
  "xyz": [[0.849, -0.562, 1.235], [2.839, -2.307, 0.778], [2.495, -2.100, 2.144], [1.294, -2.815, 2.393], [0.907, -3.447, 1.202], [1.862, -3.135, 0.205], [1.846, -3.705, -1.178], [-0.243, -4.387, 1.015], [0.656, -2.943, 3.746], [3.394, -1.503, 3.186], [4.117, -1.828, 0.155], [0.842, -3.702, -1.611], [2.182, -4.748, -1.181], [2.503, -3.155, -1.854], [-0.965, -4.046, 0.270], [-0.786, -4.537, 1.948], [0.108, -5.367, 0.677], [0.519, -1.978, 4.234], [1.259, -3.580, 4.403], [-0.341, -3.376, 3.680], [2.823, -1.122, 4.034], [3.972, -0.665, 2.790], [4.109, -2.241, 3.571], [4.229, -0.746, 0.222], [4.171, -2.082, -0.905], [4.984, -2.288, 0.642], [4.020, 3.202, 1.387], [2.529, 2.993, 1.173], [1.909, 4.361, 0.907], [1.781, 2.287, 2.731], [3.125, 2.480, 3.679], [0.687, 3.136, 3.223], [1.636, 0.788, 2.617], [2.545, 1.948, -0.410], [1.500, 2.629, -1.390], [3.936, 2.207, -0.909], [2.167, 0.518, -0.123], [4.192, 4.160, 1.683], [4.425, 2.947, 0.433], [4.373, 2.585, 2.121], [2.053, 5.012, 1.773], [0.837, 4.242, 0.768], [2.340, 4.812, 0.010], [2.914, 2.173, 4.562], [0.588, 2.507, -1.020], [-1.577, -0.297, 4.353], [-1.534, -0.034, 3.163], [-0.928, -0.782, 2.284], [-2.257, 1.202, 2.651], [-3.320, 1.628, 3.446], [-4.056, 2.759, 3.144], [-3.699, 3.514, 2.035], [-2.640, 3.115, 1.244], [-1.913, 1.950, 1.514], [-0.642, 1.508, 0.382], [-3.540, 1.042, 4.329], [-4.884, 3.060, 3.773], [-4.245, 4.417, 1.788], [-2.361, 3.699, 0.373], [-4.515, 1.729, -1.502], [-3.713, 1.238, -2.674], [-4.284, 0.448, -3.666], [-3.511, -0.099, -4.681], [-2.149, 0.155, -4.723], [-1.353, -0.518, -5.692], [-0.090, -1.064, -5.560], [0.611, -1.233, -6.544], [0.389, -1.383, -4.306], [-0.283, -1.556, -3.079], [-1.538, -2.143, -2.985], [-2.138, -2.201, -1.738], [-1.449, -1.738, -0.629], [-0.208, -1.259, -0.713], [0.352, -1.146, -1.915], [-1.579, 1.016, -3.791], [-2.354, 1.533, -2.770], [-5.580, 1.550, -1.653], [-4.365, 2.796, -1.339], [-4.204, 1.234, -0.579], [-5.346, 0.230, -3.628], [-3.950, -0.765, -5.416], [-1.574, -0.374, -6.666], [1.364, -1.637, -4.345], [-2.030, -2.519, -3.872], [-3.133, -2.607, -1.616], [-1.887, -1.735, 0.362], [1.345, -0.713, -1.940], [-0.520, 1.235, -3.840], [-1.888, 2.128, -1.995]],
  "lumo_energy_ev": 2.26,
  "e_above_lowest_ev": 0.8567,
  "homo_lumo_gap_ev": 6.8557,
  "total_charge": -1,
  "molar_mass_g_mol": 763.66,
  "e_homo_ev": -4.6,
  "e_tot_ev": -108350.4514,
  "largest_force_ev_per_a": 0.68
}